(1)
DFT (the ωB97M-V functional and the def2-TZVPD basis) results for a 3-piece molecular cluster, C36H80BClIN12O3 overall.

```
134
Properties=species:S:1:pos:R:3:forces:R:3
C -0.570190 4.276334 -2.120530 0.129 0.381 -0.176
C 0.636047 4.315793 -3.095470 -0.333 -0.319 0.318
B 1.694796 3.135683 -3.026022 -0.114 0.490 -0.013
O 2.152822 2.632279 -4.221613 0.501 0.647 0.229
C 2.286372 2.410951 -1.721761 -0.611 -0.420 -0.727
C 1.272493 1.260831 -1.371147 0.150 0.323 -0.013
C 0.785484 0.396872 -2.543735 -0.537 -1.341 1.165
C 0.663344 -1.049254 -1.998602 0.634 0.375 -0.756
I -1.221669 0.867304 -3.198653 0.381 0.318 -0.219
C 3.523609 1.618829 -2.149093 1.002 -0.051 -0.524
N 4.513009 1.732117 -1.010749 -0.070 0.236 -0.479
C 5.463638 0.618564 -0.742311 -0.031 -1.174 -0.535
C 4.846316 -0.771786 -0.595664 0.349 -0.214 0.315
C 5.739970 -1.912309 -1.139284 -0.847 0.252 0.326
C 5.821008 -3.026547 -0.101070 0.201 0.017 -1.028
N 4.502800 -3.583819 0.146143 -0.139 0.582 0.317
C 4.416761 -4.378004 1.345151 -0.774 0.019 0.069
N 5.168948 -5.331547 1.626775 0.997 -0.641 -0.080
N 3.375581 -4.078375 2.261557 0.032 0.093 0.073
C 3.813472 2.378323 0.112971 0.993 0.677 1.334
Cl 3.279409 1.233197 1.377092 -0.170 -0.234 -0.441
C 2.746275 3.315298 -0.486947 -1.092 -1.382 0.432
C 1.596378 3.510219 0.527952 0.027 0.185 -0.173
C 1.861793 4.115354 1.949264 -0.947 0.024 0.991
N 1.207911 3.203632 2.935906 0.046 -0.059 -0.647
N 3.197885 4.400242 2.407057 0.170 0.228 -0.050
N 1.142261 5.386477 2.011383 0.708 0.111 -0.476
C 3.202603 4.735716 -0.819205 1.371 -0.351 -0.481
C 4.560534 4.985539 -1.491608 0.337 2.378 -0.462
N 4.724042 4.396262 -2.826895 0.084 -0.711 0.198
N 5.695593 4.669624 -0.630415 -0.258 -0.795 -0.305
N 4.572025 6.468025 -1.654799 -0.246 -0.354 0.196
H -0.448004 3.623666 -1.265805 0.044 -0.154 0.041
H -0.782254 5.274622 -1.750727 -0.017 0.142 0.181
H -1.457045 3.952531 -2.643542 -0.198 -0.170 -0.086
H 0.218129 4.300715 -4.099862 0.025 0.007 -0.265
H 1.095294 5.298913 -3.014033 0.346 0.094 0.041
H 2.121988 3.361633 -4.859225 -0.377 -0.583 -0.310
H 1.796178 0.572572 -0.711579 0.074 -0.096 0.173
H 0.408362 1.581978 -0.804544 -0.168 0.218 -0.059
H 1.463134 0.315934 -3.381584 -0.163 0.640 -0.451
H 0.317892 -1.064004 -0.973446 -0.304 -0.123 0.117
H 1.669326 -1.474058 -2.047194 0.138 -0.136 0.319
H 0.055180 -1.659540 -2.651056 -0.306 -0.243 0.127
H 3.375364 0.582658 -2.425240 -0.348 -0.241 0.456
H 4.066123 2.006385 -2.999809 -0.212 0.425 -0.220
H 5.128988 2.481407 -1.339293 0.007 0.265 0.430
H 6.158216 0.602980 -1.577370 -0.037 0.193 -0.320
H 6.070732 0.828572 0.128361 -0.104 0.483 0.286
H 3.854467 -0.871947 -1.021167 -0.144 0.266 -0.103
H 4.718192 -0.955993 0.462028 -0.229 -0.037 0.245
H 6.732692 -1.566679 -1.407876 0.225 0.030 -0.010
H 5.257154 -2.303184 -2.029089 0.184 -0.116 -0.375
H 6.196234 -2.571174 0.807688 0.165 -0.261 0.371
H 6.527456 -3.767778 -0.486308 0.245 -0.101 0.318
H 4.155354 -4.105595 -0.649564 -0.001 0.009 -0.019
H 5.849357 -5.463328 0.874099 -0.002 -0.143 0.121
H 2.473376 -4.314950 1.865538 -0.058 0.186 0.079
H 3.400176 -3.102046 2.530441 -0.277 0.025 -0.222
H 4.617680 2.868556 0.636168 0.007 0.610 0.034
H 1.020740 2.615578 0.688806 0.178 -0.388 0.078
H 0.908784 4.184275 0.033041 -0.079 0.273 0.016
H 0.768251 3.780784 3.639587 0.200 -0.061 0.211
H 1.897276 2.616887 3.385968 -0.063 -0.092 0.109
H 3.846835 3.641359 2.506890 -0.014 -0.006 0.004
H 3.598143 5.292986 2.171316 0.008 -0.087 -0.173
H 0.146589 5.208982 1.989664 -0.061 0.135 -0.006
H 1.401625 5.863523 2.867405 -0.252 -0.040 0.094
H 3.229680 5.352745 0.064895 -0.063 -0.084 0.443
H 2.490540 5.246933 -1.450629 -0.465 -0.293 -0.189
H 4.891801 5.131804 -3.497676 -0.106 0.017 -0.064
H 5.533386 3.785689 -2.898545 -0.020 0.015 0.087
H 5.601448 5.225178 0.213961 0.038 -0.104 0.073
H 6.535827 4.994804 -1.098823 0.099 -0.046 0.094
H 5.482875 6.773200 -1.980776 -0.043 0.049 -0.076
H 3.869996 6.762901 -2.326618 0.029 0.120 0.058
C -5.118431 -2.523046 -3.301610 -0.148 0.053 0.187
C -3.913654 -3.494838 -3.308021 -1.315 0.965 -0.847
C -4.407049 -4.937252 -3.447095 0.103 -0.464 0.413
C -5.025954 -5.500282 -2.167733 0.042 0.082 0.016
C -4.082802 -5.315294 -0.979256 0.014 -0.304 -0.493
C -3.627016 -3.866199 -0.800291 -1.121 0.690 1.371
N -3.093340 -3.300226 -2.073429 0.645 -2.106 -0.429
O -1.901185 -3.752913 -2.275990 0.537 0.639 0.050
C -4.799625 -3.015453 -0.273317 -0.159 -0.042 -0.328
C -2.577171 -3.797100 0.306124 0.565 -0.078 -0.232
C -3.110160 -3.127961 -4.552333 0.589 -0.147 0.127
H -4.879686 -1.603461 -2.765596 0.018 -0.038 0.042
H -5.389961 -2.233604 -4.316402 0.099 -0.124 -0.060
H -6.015053 -2.955257 -2.860314 0.047 0.026 0.083
H -3.569923 -5.581291 -3.735441 0.091 0.107 0.025
H -5.133480 -4.993440 -4.260626 0.040 0.159 -0.052
H -5.991425 -5.028604 -1.966735 0.027 0.035 0.010
H -5.232861 -6.563476 -2.304207 -0.019 0.012 -0.006
H -4.572468 -5.656474 -0.064910 0.035 0.144 0.080
H -3.209903 -5.961595 -1.119397 0.081 0.114 -0.038
H -4.530774 -1.959389 -0.233874 -0.001 -0.060 0.013
H -5.060737 -3.324050 0.738478 0.141 -0.012 -0.023
H -5.709546 -3.114047 -0.860036 0.045 0.023 -0.059
H -1.725440 -4.448341 0.112370 0.008 0.062 -0.118
H -3.017416 -4.113702 1.251146 -0.166 0.039 -0.044
H -2.209025 -2.776305 0.432796 -0.018 -0.006 -0.029
H -2.721941 -2.116046 -4.454274 0.074 0.129 -0.069
H -3.742809 -3.175649 -5.437824 -0.177 0.032 0.125
H -2.274686 -3.803959 -4.728675 0.045 0.042 0.171
C -1.934002 -0.376927 3.419446 0.074 -0.132 0.187
C -3.347282 -0.097121 2.852195 1.848 0.344 0.161
C -3.985898 1.072848 3.605722 -0.518 0.006 0.303
C -4.475149 0.706775 5.007028 0.026 -0.074 -0.057
C -5.378353 -0.525226 4.961012 -0.015 0.536 -0.169
C -4.727423 -1.715962 4.255522 0.559 -1.115 1.398
N -4.182339 -1.331098 2.922039 -1.611 1.418 -0.010
O -5.153579 -1.231749 2.079610 0.011 -0.415 -0.403
C -3.617347 -2.303146 5.149354 0.260 0.182 0.007
C -5.748021 -2.842969 4.118079 -0.281 0.051 -0.517
C -3.121438 0.318670 1.402475 -0.404 -0.146 -0.447
H -1.645951 -1.417273 3.261793 -0.056 -0.017 0.016
H -1.184819 0.236757 2.918093 -0.123 0.105 -0.060
H -1.846603 -0.152498 4.481605 -0.044 -0.085 0.013
H -4.838657 1.451322 3.032997 0.006 -0.116 -0.086
H -3.268975 1.894880 3.670993 0.106 -0.075 -0.112
H -3.629519 0.537506 5.679453 0.006 -0.036 -0.027
H -5.030071 1.547775 5.427294 0.022 0.000 0.006
H -5.658874 -0.814112 5.975792 0.039 -0.149 -0.028
H -6.308858 -0.258980 4.449828 0.044 -0.083 -0.122
H -3.070506 -3.087565 4.623786 -0.012 0.010 -0.030
H -4.054946 -2.746208 6.043631 -0.128 -0.008 -0.067
H -2.900706 -1.565357 5.501628 0.018 -0.003 -0.074
H -6.647171 -2.527013 3.591881 0.087 0.033 -0.095
H -6.055797 -3.183786 5.105914 0.126 0.069 0.070
H -5.320771 -3.695338 3.586247 0.015 0.018 -0.015
H -2.686254 -0.498911 0.822033 -0.028 0.009 0.012
H -2.433274 1.163715 1.360883 0.068 -0.028 0.193
H -4.038751 0.637942 0.909984 -0.059 -0.162 0.035
```
Positions in Å, forces in eV/Å.

Output
- HOMO energy (alpha / beta): -9.8 / -10.7 eV
- Frontier orbital gap (alpha / beta): 7.369 / 8.260 eV
- Total charge: +1
- Electronic energy: -83944.674 eV
- Spin multiplicity: 3
- Molar mass: 902.29 g/mol
- Lowest unoccupied orbital energy (alpha / beta): -2.40 / -2.40 eV

---

(2)
DFT (the ωB97M-V functional and the def2-TZVPD basis) results for one molecule with the formula C2H6N2OS.

```
12
Properties=species:S:1:pos:R:3:forces:R:3
C 0.818376 1.894188 0.225254 -0.584 -0.450 -0.427
N 1.263127 0.606058 -0.339653 -0.447 0.017 0.227
C 0.807772 -0.652549 -0.004444 1.051 0.322 0.511
O 1.542570 -1.634226 -0.069774 -1.207 0.632 -0.179
N -0.509664 -0.733094 0.550712 1.193 -0.598 -0.640
S -1.808854 0.092308 -0.120825 -0.636 0.269 -0.359
H 0.115031 2.398115 -0.451365 0.096 -0.125 0.236
H 0.332075 1.767034 1.202720 0.187 -0.122 -0.346
H 1.669151 2.546544 0.356027 0.349 0.021 0.064
H 2.149123 0.599942 -0.831298 -0.256 -0.153 0.363
H -0.703042 -1.713653 0.715832 0.038 0.077 0.267
H -1.992373 -0.561682 -1.302797 0.217 0.111 0.283
```
Positions in Å, forces in eV/Å.

Output
- HOMO energy: -9.5 eV
- Frontier orbital gap: 10.228 eV
- Electronic energy: -18034.238 eV
- Molar mass: 106.15 g/mol
- Structure (SMILES): CNC(=O)NS
- Lowest unoccupied orbital energy: 0.72 eV

---

(3)
DFT (the ωB97M-V functional and the def2-TZVPD basis) results for a 2-piece molecular cluster, C29H40BN4O overall.

```
75
Properties=species:S:1:pos:R:3:forces:R:3
C 3.053394 -4.129467 -1.159780 0.185 -0.290 -0.182
N 2.483239 -3.350077 -0.085175 0.348 0.389 0.643
C 3.261610 -2.961596 0.979790 1.020 -0.809 -0.610
O 4.419815 -3.317471 1.182954 -1.661 0.616 -0.132
C 2.446368 -2.003440 1.821824 -0.156 -0.573 0.899
C 3.085651 -0.620578 1.955387 0.517 -0.002 -0.009
C 3.491597 -0.048465 0.620465 0.255 0.413 -0.158
C 4.738442 -0.395457 0.089781 0.008 -0.101 -0.132
C 5.121725 0.043609 -1.175867 -0.168 -0.013 0.019
C 4.243277 0.817791 -1.939252 -0.103 -0.002 0.119
C 3.016659 1.211922 -1.393339 0.129 0.025 0.002
C 2.670351 0.828623 -0.095655 -0.105 -0.334 -0.144
N 1.172346 -1.969220 1.110059 -1.788 1.340 0.029
C 0.307512 -0.959641 1.324943 1.308 -1.010 -0.143
C -0.652850 -0.533108 0.421611 -1.060 0.843 -0.461
C -1.730246 0.240051 0.852938 0.977 -1.712 0.645
C -3.023716 0.197614 0.216775 -0.979 0.465 -0.791
C -4.207029 0.423713 0.975247 0.645 0.078 -0.332
C -5.446162 0.508112 0.349318 0.249 -0.202 -0.074
C -5.538034 0.341984 -1.039489 0.078 0.035 0.199
C -4.395628 0.057290 -1.791205 0.368 -0.098 0.071
C -3.144625 -0.031551 -1.176000 -0.260 0.157 0.440
C 1.100514 -2.900418 -0.037291 0.297 -0.083 -0.820
C 0.052980 -4.091690 0.041240 0.539 0.427 0.490
C 0.518408 -5.102485 1.086109 -0.025 -0.219 -0.036
C -0.035807 -4.752412 -1.330609 0.050 -0.173 -0.319
C -1.336896 -3.588992 0.404667 -0.323 0.030 0.058
H 4.138379 -3.974075 -1.158442 -0.294 0.013 0.051
H 2.862256 -5.203483 -1.019282 0.127 0.274 -0.121
H 2.638789 -3.805443 -2.121305 0.081 -0.064 0.204
H 2.299806 -2.467033 2.811768 0.111 0.188 -0.176
H 2.408144 0.055718 2.483142 0.140 -0.076 0.051
H 3.980312 -0.764832 2.573098 -0.211 0.094 -0.002
H 5.400010 -1.038156 0.674528 -0.151 0.212 -0.226
H 6.101646 -0.238635 -1.563604 -0.298 0.113 0.054
H 4.523362 1.126466 -2.949448 -0.112 -0.078 0.352
H 2.317615 1.826788 -1.965372 0.317 -0.096 0.197
H 1.745202 1.208590 0.347918 0.211 -0.103 -0.183
H 0.394172 -0.467326 2.299748 0.009 -0.109 -0.342
H -0.577205 -0.823590 -0.632194 -0.243 -0.241 0.636
H -1.685296 0.649446 1.870623 -0.055 -0.254 -0.320
H -4.114705 0.540609 2.057574 -0.099 0.071 -0.304
H -6.335696 0.703303 0.946364 0.185 -0.075 -0.188
H -6.508464 0.430586 -1.532799 0.332 -0.051 0.153
H -4.465750 -0.095738 -2.868264 -0.050 0.062 0.299
H -2.244775 -0.240536 -1.760738 -0.414 0.168 0.075
H 0.878466 -2.327038 -0.958689 0.071 -0.105 0.307
H 0.519160 -4.663738 2.089662 0.045 -0.075 -0.065
H -0.169157 -5.958937 1.089135 0.162 0.191 0.080
H 1.522171 -5.480071 0.858558 -0.205 0.044 0.129
H -0.271058 -4.014765 -2.109095 0.038 -0.148 0.071
H 0.884484 -5.275093 -1.607311 -0.278 0.132 0.011
H -0.841028 -5.499620 -1.325251 0.173 0.208 0.028
H -1.697108 -2.841101 -0.312034 -0.021 -0.136 0.141
H -2.041618 -4.434456 0.379014 0.225 0.251 0.029
H -1.368903 -3.166115 1.414441 -0.033 0.003 -0.140
H -0.810935 2.246451 0.442136 0.779 1.742 -0.427
B -0.121161 3.379048 0.167456 0.238 -1.726 0.264
H 0.661300 3.568159 1.096884 -0.137 -0.041 -0.279
H 0.473711 3.191656 -0.894961 -0.120 0.109 0.323
C -1.086747 4.608210 0.027996 -1.321 0.827 -0.031
N -0.865085 5.898905 -0.362680 -0.448 -0.868 0.295
C 0.412136 6.471536 -0.725577 0.714 0.147 -0.145
C -2.048721 6.613345 -0.368024 -0.351 -0.382 0.153
C -3.026705 5.759834 0.029615 0.266 0.672 -0.168
N -2.427200 4.552594 0.277857 0.808 0.372 -0.254
C -3.145505 3.377474 0.686195 -0.434 -0.748 0.044
H 0.246974 7.508245 -1.036353 0.039 -0.269 0.064
H 1.110057 6.468589 0.122434 -0.285 -0.082 -0.188
H 0.874180 5.921354 -1.555704 -0.219 0.072 0.255
H -2.106325 7.651359 -0.652613 0.094 -0.109 0.030
H -4.084234 5.919854 0.155013 0.076 -0.019 0.008
H -4.189742 3.636439 0.892611 0.276 0.075 -0.027
H -3.132762 2.617824 -0.105969 0.023 0.395 0.204
H -2.699377 2.932738 1.582469 -0.105 0.226 -0.195
```
Positions in Å, forces in eV/Å.

Output
- HOMO energy: -11.2 eV
- Frontier orbital gap: 6.817 eV
- Total charge: +1
- Electronic energy: -39399.941 eV
- Molar mass: 471.48 g/mol
- Lowest unoccupied orbital energy: -4.42 eV

---

Look up the molar mass of the third one.
471.48 g/mol

---

Look up the molar mass of the first one.
902.29 g/mol

---

molar mass of number 2 (C2H6N2OS)?
106.15 g/mol